The following is a quantum chemistry calculation of C3H9FN4 in the gas phase at a distorted geometry, from the Open Molecules 2025 dataset.

The geometry in XYZ format:
```
17
Properties=species:S:1:pos:R:3:forces:R:3
C 1.323 0.010 -0.083 0.58 -0.20 -0.31
C -1.846 0.803 0.000 0.73 -0.02 0.11
C -1.874 -0.714 0.078 -0.71 0.77 1.33
H 2.987 -1.521 0.886 -0.16 -0.27 0.09
H 4.264 -0.762 0.284 0.54 0.27 -0.07
H 0.789 -0.887 0.215 0.04 -0.19 0.15
H 1.170 1.901 -0.477 -0.88 -0.15 -0.04
H -0.371 1.054 1.432 0.11 0.18 -0.73
H -1.921 1.117 -1.018 -0.32 0.20 -0.75
H -2.649 1.280 0.567 0.08 -0.25 0.10
H -1.571 -1.005 1.097 -0.17 -0.17 -0.20
H -1.210 -1.133 -0.626 0.77 -0.59 -0.89
N 3.338 -1.060 0.057 -0.64 0.03 -0.10
N 2.580 0.097 -0.205 -0.01 -0.08 0.24
N 0.523 1.101 -0.421 0.43 0.17 0.28
N -0.561 1.329 0.456 -0.20 0.35 0.84
F -3.141 -1.211 -0.170 -0.17 -0.05 -0.04
```
Forces are in eV/Å.

Values from the calculation:
- energy relative to the best compared isomer or geometry (same formula, charge and spin) (kJ/mol) = 0.0
- LUMO energy (eV) = 0.906
- frontier orbital gap (eV) = 9.4
- DFT total energy (eV) = -11932.4559